{"formula": "C5H8O", "method": "ωB97M-V with the def2-TZVPD basis set", "elements": ["C", "C", "C", "C", "O", "C", "H", "H", "H", "H", "H", "H", "H", "H"], "positions_angstrom": [[-1.847, 0.276, -0.648], [-0.510, 0.124, 0.016], [0.609, 0.831, -0.283], [1.886, 0.267, 0.265], [1.733, -1.053, -0.067], [-0.208, -1.050, 0.763], [-2.169, -0.650, -1.144], [-1.804, 1.067, -1.397], [-2.629, 0.537, 0.072], [0.618, 1.572, -1.070], [2.043, 0.407, 1.344], [2.783, 0.696, -0.193], [0.317, -1.086, 1.691], [-0.822, -1.940, 0.650]], "forces_ev_per_angstrom": [[-0.15, 0.16, -0.05], [0.57, 0.92, -0.51], [-0.86, 0.62, -0.01], [-0.33, 0.38, -0.09], [-1.62, -2.30, 1.00], [2.34, -0.91, -0.69], [0.18, 0.13, 0.11], [-0.05, -0.04, 0.05], [0.07, 0.00, -0.05], [-0.15, 0.36, 0.14], [-0.34, 0.20, 0.26], [-0.06, 0.04, -0.30], [0.21, 0.50, 0.64], [0.21, -0.06, -0.50]], "charge": 0, "gap_ev": [8.054, 8.061], "lumo_energy_ev": [-0.4, -0.4], "homo_energy_ev": [-8.46, -8.46]}

=====

{"formula": "C5H11NO", "method": "ωB97M-V with the def2-TZVPD basis set", "elements": ["C", "N", "C", "C", "C", "C", "H", "H", "H", "H", "H", "H", "H", "H", "H", "O", "H", "H"], "positions_angstrom": [[2.971, 0.626, 0.534], [1.724, 0.430, 0.670], [0.951, 0.372, -0.495], [-0.380, 0.206, -0.492], [-1.180, 0.594, 0.738], [-2.097, 1.794, 0.414], [3.527, 0.900, 1.425], [3.347, 0.854, -0.471], [1.480, 0.599, -1.426], [-0.811, 0.286, -1.485], [-0.428, 0.935, 1.437], [-1.744, -0.170, 1.255], [-3.112, 1.624, 0.759], [-1.749, 2.684, 0.950], [-1.995, 2.157, -0.609], [-1.241, -3.265, -1.066], [-0.733, -2.769, -0.417], [-0.785, -4.114, -1.104]], "forces_ev_per_angstrom": [[-1.06, 1.28, -0.21], [0.10, -0.16, 0.37], [-0.11, -0.23, -0.31], [0.64, 1.31, 0.20], [0.24, 0.27, -0.29], [0.60, 0.67, 0.50], [0.39, -0.53, -0.10], [0.54, -0.35, 0.14], [-0.01, -0.54, -0.10], [-0.43, -0.38, 0.16], [0.01, -0.16, 0.35], [-0.15, -0.48, -0.26], [-0.20, 0.02, -0.52], [-0.01, -0.20, 0.31], [-0.56, -0.55, -0.24], [0.14, -0.21, 0.05], [0.00, 0.20, 0.01], [-0.13, 0.06, -0.07]], "charge": 0, "gap_ev": 9.705, "lumo_energy_ev": 0.6, "homo_energy_ev": -9.12}

=====

{"formula": "C4H10Cl2N", "method": "ωB97M-V with the def2-TZVPD basis set", "elements": ["C", "N", "C", "C", "C", "Cl", "Cl", "H", "H", "H", "H", "H", "H", "H", "H", "H", "H"], "positions_angstrom": [[-2.207, 0.009, -1.215], [-0.744, -0.005, -1.059], [-0.264, -0.013, 0.338], [1.267, 0.000, 0.331], [1.879, 0.000, 1.712], [1.810, -1.459, -0.605], [1.784, 1.478, -0.592], [-2.623, 0.895, -0.739], [-2.472, 0.022, -2.270], [-2.640, -0.876, -0.755], [-0.321, -0.834, -1.512], [-0.306, 0.822, -1.503], [-0.625, -0.911, 0.844], [-0.639, 0.873, 0.856], [2.965, 0.015, 1.651], [1.555, 0.878, 2.265], [1.579, -0.893, 2.255]], "forces_ev_per_angstrom": [[-0.84, 0.01, -0.10], [0.40, 0.00, -0.27], [0.43, 0.00, 0.52], [0.21, 0.00, -0.37], [-0.01, 0.00, -0.03], [-0.08, 0.32, 0.29], [-0.07, -0.32, 0.30], [0.14, 0.01, 0.02], [0.15, 0.00, 0.00], [0.14, -0.02, 0.03], [-0.16, 0.29, -0.01], [-0.18, -0.30, -0.01], [0.00, 0.06, -0.13], [0.00, -0.05, -0.13], [-0.01, 0.00, -0.09], [-0.06, 0.09, 0.00], [-0.06, -0.10, 0.00]], "charge": 1, "gap_ev": 12.043, "lumo_energy_ev": -3.1, "homo_energy_ev": -15.19}

=====

{"formula": "C20H22BO5SW", "method": "ωB97M-V with the def2-TZVPD basis set", "elements": ["W", "O", "C", "O", "C", "C", "C", "C", "C", "C", "S", "H", "H", "H", "H", "C", "C", "C", "C", "C", "C", "C", "C", "O", "B", "O", "C", "C", "H", "H", "H", "H", "H", "H", "H", "H", "H", "H", "H", "H", "C", "O", "C", "C", "H", "H", "H", "H", "H", "H"], "positions_angstrom": [[0.235, -0.218, -2.867], [-1.004, -1.729, -3.726], [-1.912, -0.948, -3.276], [-1.690, -0.493, -2.095], [-2.802, -0.179, -4.175], [-4.111, -0.462, -4.513], [-4.805, 0.420, -5.329], [-4.193, 1.573, -5.796], [-2.876, 1.858, -5.466], [-2.172, 0.982, -4.652], [-0.435, 1.354, -4.380], [-4.585, -1.359, -4.137], [-5.830, 0.203, -5.595], [-4.740, 2.259, -6.429], [-2.391, 2.748, -5.843], [0.588, 1.569, 5.441], [0.468, 0.067, 5.179], [1.640, -0.639, 5.877], [-0.860, -0.421, 5.776], [0.502, -0.264, 3.688], [0.404, -1.602, 3.280], [0.427, -1.992, 1.947], [0.549, -0.987, 1.018], [0.636, -1.051, -0.368], [0.672, 0.286, -0.785], [0.733, 1.146, 0.266], [0.643, 0.340, 1.399], [0.627, 0.731, 2.718], [0.561, 1.748, 6.516], [-0.237, 2.125, 4.992], [1.531, 1.971, 5.064], [1.631, -0.408, 6.944], [2.592, -0.305, 5.462], [1.582, -1.722, 5.769], [-0.899, -0.188, 6.841], [-0.979, -1.499, 5.665], [-1.703, 0.068, 5.285], [0.304, -2.374, 4.030], [0.352, -3.031, 1.659], [0.700, 1.778, 2.972], [3.112, 1.359, -3.169], [2.221, 0.334, -3.697], [2.028, -0.807, -2.913], [3.164, -1.611, -2.438], [2.898, 2.265, -3.727], [4.138, 1.044, -3.346], [2.923, 1.516, -2.107], [3.859, -1.005, -1.852], [3.707, -2.026, -3.290], [2.795, -2.424, -1.818]], "forces_ev_per_angstrom": [[-0.57, -0.36, -0.48], [0.23, 0.13, 0.23], [0.15, 0.26, 0.01], [0.03, -0.07, 0.10], [0.05, 0.10, -0.06], [0.01, -0.08, 0.06], [-0.02, 0.00, -0.01], [0.03, -0.01, 0.02], [0.00, -0.01, 0.01], [-0.03, -0.05, 0.02], [0.10, 0.16, -0.08], [-0.01, 0.00, 0.00], [0.00, 0.01, 0.00], [-0.01, 0.00, 0.00], [-0.02, 0.01, -0.01], [0.00, -0.05, -0.02], [0.02, -0.01, 0.08], [-0.05, 0.03, -0.03], [0.04, 0.01, -0.05], [0.00, -0.04, -0.03], [0.00, 0.06, 0.05], [0.01, -0.08, -0.13], [0.11, 0.38, 0.29], [-0.11, -0.12, -0.11], [-0.02, -0.40, 0.09], [-0.01, 0.30, -0.06], [-0.03, -0.35, 0.03], [0.00, 0.11, -0.07], [0.00, 0.01, 0.00], [0.00, 0.02, 0.00], [0.00, 0.01, 0.00], [0.00, 0.00, 0.01], [0.02, -0.01, 0.01], [0.01, 0.00, 0.01], [0.00, 0.00, 0.01], [-0.02, 0.00, 0.01], [-0.02, -0.01, 0.02], [0.00, 0.00, 0.01], [0.00, 0.00, 0.00], [0.00, 0.00, 0.00], [0.11, 0.19, 0.07], [-0.15, -0.04, 0.10], [0.30, 0.09, -0.01], [-0.07, -0.13, 0.03], [-0.03, -0.04, -0.03], [-0.02, -0.03, -0.01], [-0.01, -0.04, -0.01], [-0.02, 0.03, 0.00], [-0.03, 0.02, -0.03], [0.04, 0.00, 0.01]], "charge": 1, "gap_ev": 6.558, "lumo_energy_ev": -4.6, "homo_energy_ev": -11.16}

=====

{"formula": "C33H32N8O4PS6Y", "method": "ωB97M-V with the def2-TZVPD basis set", "elements": ["Y", "S", "C", "C", "C", "C", "C", "C", "S", "C", "C", "C", "C", "C", "C", "C", "S", "C", "C", "C", "C", "C", "C", "S", "N", "H", "H", "H", "H", "H", "H", "H", "H", "H", "H", "H", "H", "H", "H", "H", "O", "S", "O", "O", "S", "C", "C", "C", "N", "C", "C", "H", "H", "H", "H", "H", "O", "N", "C", "C", "N", "C", "N", "C", "N", "C", "N", "C", "N", "C", "P", "C", "C", "H", "H", "H", "H", "H", "H", "H", "H", "H", "H", "H", "H"], "positions_angstrom": [[-1.023, -0.330, -0.355], [2.548, -1.426, 3.598], [2.106, -2.870, 2.698], [3.095, -3.856, 2.517], [2.904, -5.022, 1.814], [1.664, -5.294, 1.241], [0.656, -4.364, 1.406], [0.861, -3.169, 2.103], [-0.627, -2.179, 1.992], [-0.616, -0.976, 3.322], [0.073, 0.326, 3.015], [0.308, 1.217, 4.068], [1.138, 2.288, 3.864], [1.777, 2.420, 2.636], [1.455, 1.521, 1.636], [2.292, 1.440, 0.393], [1.313, 1.572, -1.121], [2.290, 0.593, -2.224], [3.006, 1.245, -3.222], [3.762, 0.531, -4.136], [3.801, -0.857, -4.024], [3.088, -1.506, -3.037], [2.286, -0.810, -2.115], [1.365, -1.704, -0.934], [0.522, 0.568, 1.783], [4.061, -3.643, 2.961], [3.725, -5.723, 1.709], [1.484, -6.201, 0.679], [-0.321, -4.544, 0.969], [-0.087, -1.403, 4.174], [-1.655, -0.810, 3.596], [-0.117, 1.009, 5.041], [1.349, 2.984, 4.667], [2.536, 3.171, 2.467], [2.735, 0.440, 0.398], [3.079, 2.193, 0.415], [2.958, 2.327, -3.274], [4.310, 1.044, -4.916], [4.389, -1.443, -4.722], [3.111, -2.586, -2.965], [-2.672, -2.159, -3.025], [-3.307, -1.856, -1.748], [-2.294, -2.136, -0.630], [-4.554, -2.538, -1.500], [-3.545, 0.175, -1.586], [-0.284, 0.731, -5.624], [-0.060, -0.538, -5.130], [-0.263, -0.777, -3.777], [-0.664, 0.171, -2.934], [-0.908, 1.386, -3.428], [-0.724, 1.720, -4.754], [-0.126, 0.953, -6.673], [0.271, -1.347, -5.766], [-0.095, -1.751, -3.339], [-1.282, 2.120, -2.724], [-0.931, 2.728, -5.088], [-2.498, 0.315, 1.432], [-3.276, -0.583, 1.911], [-4.462, -0.189, 2.297], [-5.333, -1.129, 2.912], [-6.077, -1.845, 3.421], [-4.902, 1.164, 2.147], [-5.248, 2.258, 2.054], [-1.285, 5.686, 1.162], [-1.137, 5.496, -0.282], [-2.453, 5.655, -0.903], [-3.495, 4.803, -0.349], [-3.558, 5.024, 1.095], [-2.282, 4.827, 1.784], [-1.872, 3.417, 1.750], [-1.645, 2.765, 0.035], [-0.585, 4.166, -0.566], [-3.246, 3.385, -0.655], [-1.583, 6.726, 1.334], [-0.315, 5.516, 1.637], [-2.361, 5.460, -1.975], [-2.760, 6.698, -0.767], [-4.306, 4.362, 1.525], [-3.864, 6.063, 1.261], [-2.622, 2.801, 2.243], [-0.935, 3.293, 2.300], [-0.413, 4.064, -1.641], [0.402, 4.089, -0.100], [-4.049, 2.770, -0.245], [-3.256, 3.238, -1.738]], "forces_ev_per_angstrom": [[0.04, 0.18, 0.43], [-0.05, -0.18, -0.08], [-0.06, 0.23, -0.02], [0.21, 0.10, 0.19], [-0.08, -0.19, -0.13], [0.01, 0.04, 0.04], [0.03, -0.03, 0.01], [0.01, 0.07, -0.04], [-0.09, 0.03, 0.08], [0.10, 0.06, 0.12], [0.10, 0.11, -0.10], [-0.09, -0.14, -0.06], [0.07, 0.17, 0.12], [-0.07, -0.12, -0.05], [0.03, 0.04, -0.04], [0.00, -0.10, 0.09], [0.05, 0.00, -0.06], [-0.01, -0.04, -0.01], [0.02, 0.06, -0.02], [0.01, -0.05, -0.01], [0.03, 0.04, -0.04], [-0.01, -0.06, 0.03], [-0.06, -0.08, 0.10], [0.12, 0.03, -0.05], [-0.06, -0.03, 0.07], [-0.01, -0.02, -0.02], [-0.01, -0.01, -0.01], [0.01, 0.00, 0.00], [0.00, 0.00, -0.01], [-0.02, -0.02, -0.04], [-0.07, -0.04, -0.02], [0.00, -0.01, 0.00], [-0.01, -0.01, 0.00], [0.01, 0.01, 0.00], [0.01, 0.02, -0.03], [-0.02, 0.02, -0.07], [0.00, 0.00, 0.00], [0.00, 0.00, 0.00], [0.01, 0.02, -0.01], [0.00, 0.00, 0.00], [-0.19, -0.02, 0.05], [0.30, -0.09, -0.02], [-0.10, 0.26, -0.48], [0.00, 0.00, 0.06], [0.00, -0.08, 0.01], [-0.02, 0.09, -0.03], [0.01, -0.06, 0.09], [-0.04, 0.01, 0.03], [-0.03, -0.05, 0.01], [-0.04, -0.01, 0.02], [0.02, -0.06, -0.01], [0.00, -0.01, 0.00], [0.00, 0.01, -0.02], [0.00, -0.02, -0.05], [0.01, -0.01, 0.02], [0.00, -0.01, -0.02], [-0.01, -0.06, -0.07], [0.07, -0.16, 0.11], [0.18, 0.23, -0.17], [-0.23, -0.23, 0.00], [0.03, 0.02, 0.06], [-0.02, 0.09, 0.01], [-0.07, -0.02, 0.04], [0.00, 0.02, -0.01], [0.00, 0.02, 0.02], [-0.02, 0.03, -0.03], [0.04, -0.04, -0.03], [-0.08, 0.06, 0.03], [0.06, -0.01, 0.04], [0.01, 0.03, 0.08], [0.06, -0.28, -0.08], [0.07, 0.13, -0.04], [-0.07, 0.12, 0.00], [0.01, -0.01, -0.02], [-0.01, -0.01, 0.01], [0.00, -0.01, 0.01], [0.00, -0.01, 0.01], [0.02, -0.01, 0.00], [0.00, -0.01, -0.02], [-0.03, 0.01, 0.01], [-0.01, 0.03, -0.01], [-0.03, 0.02, 0.00], [-0.03, 0.00, 0.02], [0.00, 0.02, -0.01], [0.00, 0.00, 0.01]], "charge": -2, "gap_ev": 5.502, "lumo_energy_ev": 3.8, "homo_energy_ev": -1.68}

=====

The calculation returns the following relative energy (zero: lowest compared OMol25 entry of this formula, charge and spin) values, one per record and in order: 93.0 61.6 0.0 2.5 1.2 kcal per mole.
The calculation returns the following strongest force on any atom values, one per record and in order: 2.99 1.67 0.85 0.83 0.56 eV Å⁻¹.